No. 1
This record from the OMol25 dataset describes C19H20CsF3N6O10 as an isolated structure. The level of theory is wB97M-V/def2-TZVPD.

Geometry as XYZ:
```
59
Properties=species:S:1:pos:R:3
H 0.035 0.088 -2.936
C 3.129 -0.702 1.278
N -5.057 3.771 3.982
F 1.593 -4.557 -4.929
O -3.992 2.503 -1.695
C 3.313 -1.658 0.125
C -4.171 2.561 0.601
N 2.873 -1.227 -1.051
C -4.805 3.234 1.631
O -5.632 3.599 -0.850
N -0.086 0.684 -2.116
O 0.601 -1.318 -4.419
O -0.122 -3.171 -3.320
H 2.633 0.193 0.897
C -4.405 3.041 2.932
H 1.937 1.031 -1.769
H 2.231 3.871 -1.329
H 4.242 -3.210 1.280
H -5.603 3.923 1.404
H 3.499 -3.970 -2.884
H -0.110 3.153 -1.020
C 0.415 -2.536 -4.233
N 2.407 -1.268 2.414
C 0.955 -3.453 -5.391
Cs -0.956 -1.121 0.033
H -3.088 1.969 4.270
O -2.409 1.052 -0.044
C 0.513 -2.210 3.569
H -0.159 -3.060 3.498
N 1.968 3.346 -0.502
H 2.360 -0.660 3.217
H -0.958 1.197 -2.215
H 4.117 -0.408 1.644
H 4.420 -4.740 -0.683
C 0.773 2.539 -0.796
H 1.221 2.221 -2.865
C -2.755 1.435 2.247
F -0.059 -3.904 -6.173
C 1.033 1.607 -1.967
C -1.746 0.343 2.570
O -5.945 4.572 3.697
C 2.960 -2.050 -2.098
O 0.960 -2.579 1.238
O -0.643 0.677 3.061
H -0.085 -1.298 3.663
N -4.652 2.859 -0.737
O -2.121 -0.823 2.285
C 3.500 -3.323 -2.017
C 1.295 -2.064 2.292
O -4.705 3.565 5.140
C -3.069 1.639 0.832
H 0.516 1.959 0.092
C 3.909 -2.902 0.297
H 1.756 4.027 0.217
C -3.370 2.123 3.237
H 2.547 -1.678 -3.029
F 1.827 -2.847 -6.222
H 1.166 -2.298 4.440
C 3.996 -3.748 -0.792
```

Calculated values
* multiplicity: 1
* F_max: 2.4 eV/A
* DFT total energy: -2136.73951 Ha
* LUMO energy: 3.69 eV
* total charge: -2
* energy relative to the best compared isomer or geometry (same formula, charge and spin): 164.0 kJ/mol
* orbital gap: 6.6 eV
* HOMO level: -2.9 eV

No. 2
This record from the OMol25 dataset describes a 2-piece molecular cluster, C2H9O overall. The level of theory is wB97M-V/def2-TZVPD.

Geometry as XYZ:
```
12
Properties=species:S:1:pos:R:3
H 1.772 -0.744 2.863
H 1.578 -2.206 2.511
H 0.797 0.718 -0.944
H -0.173 2.037 -0.492
H -1.184 0.962 -2.529
C -1.191 0.256 -1.698
H -0.953 -0.788 -1.909
C -0.235 0.843 -0.586
H -0.736 0.769 0.371
H 0.842 -0.904 1.738
O 1.683 -1.322 2.068
H -2.199 0.379 -1.393
```

Calculated values
* multiplicity: 1
* F_max: 3.7 eV/A
* DFT total energy: -156.45904 Ha
* LUMO energy: -5.57 eV
* total charge: +1
* energy relative to the best compared isomer or geometry (same formula, charge and spin): 71.3 kJ/mol
* orbital gap: 8.8 eV
* HOMO level: -14.4 eV

No. 3
This record from the OMol25 dataset describes a 14-piece molecular cluster, C4H26BO21 overall. The level of theory is wB97M-V/def2-TZVPD.

Geometry as XYZ:
```
52
Properties=species:S:1:pos:R:3
H -1.170 -3.833 -0.953
O -0.061 -3.538 0.933
O 5.129 -1.621 2.638
H 2.547 1.193 2.065
O 0.314 -6.267 1.434
C 0.249 -2.387 0.852
H -0.559 -6.590 1.210
O -3.334 2.158 -3.298
H -2.218 -3.608 1.976
H -3.084 2.444 4.063
H 5.442 -1.516 3.537
H 0.501 -5.602 0.770
O -0.964 3.138 0.648
H -3.145 -3.159 3.085
O 2.584 -2.387 1.309
O -2.652 -3.917 2.771
O -2.220 2.032 4.096
O 3.275 1.807 1.966
O -2.085 4.399 -1.832
O 3.379 -4.554 2.641
O -0.165 2.163 -2.027
H 1.754 3.120 -3.840
O -0.619 -1.401 0.731
H -2.503 5.845 1.400
H 4.176 -1.573 2.709
H 2.584 -4.663 3.163
H -2.801 2.953 -3.296
O 0.145 0.204 -0.949
H 0.030 -4.434 -1.653
H -0.529 1.973 -4.132
O -1.667 5.567 1.774
H 3.057 2.355 -3.743
O -0.628 2.275 -5.035
C -0.601 1.998 0.409
H -1.334 -0.068 -2.413
H -2.712 1.451 -3.125
H -2.050 1.760 3.195
H 2.973 2.608 2.393
H -1.606 -1.010 -3.566
H 3.183 -3.824 2.054
H -1.625 4.627 1.595
O 2.702 3.226 -3.924
O -0.433 1.013 1.216
O 1.456 -0.519 0.982
C -0.125 1.527 -0.960
B 0.122 -0.138 0.478
H -0.450 1.499 -5.568
H -1.230 3.985 -1.709
C 1.600 -1.768 1.038
O -0.747 -3.898 -1.810
H -1.887 5.246 -2.230
O -1.996 -0.293 -3.067
```

Calculated values
* multiplicity: 1
* F_max: 4.7 eV/A
* DFT total energy: -1773.25257 Ha
* LUMO energy: 1.33 eV
* total charge: -1
* energy relative to the best compared isomer or geometry (same formula, charge and spin): 135.8 kJ/mol
* orbital gap: 9.4 eV
* HOMO level: -8.0 eV

No. 4
This record from the OMol25 dataset describes C18H31Cl2CoN4O3S as an isolated structure. The level of theory is wB97M-V/def2-TZVPD.

Geometry as XYZ:
```
60
Properties=species:S:1:pos:R:3
H 2.752 -1.145 0.136
Cl -1.998 -0.703 -0.978
H -0.474 1.187 5.671
C -0.849 1.758 -3.020
C 1.746 5.124 -2.900
H -0.438 -1.091 5.671
C 1.823 -4.148 -1.165
C 1.323 1.467 -1.819
H -5.397 -2.233 2.280
H -2.940 1.435 -2.978
C 0.244 1.000 -2.832
H 0.838 3.155 0.334
H -3.231 -3.371 4.289
C 0.472 0.045 4.216
C -2.392 -1.264 2.103
C 4.078 -3.215 -0.751
C 1.102 3.705 -0.572
O 0.814 -1.758 -0.196
N -0.051 1.164 4.750
H 1.340 6.909 -1.736
C 2.057 -1.911 -0.252
Co -0.270 0.004 0.236
C 0.402 -0.381 -3.386
Cl -1.224 1.731 1.300
O -1.192 -1.589 2.006
H -3.723 -4.091 2.755
H 0.236 2.030 4.332
H 0.754 5.614 0.339
C -3.046 -3.349 3.203
S 1.504 0.119 2.895
N 0.003 -1.101 4.762
H 4.339 -4.062 -0.104
H 4.574 -2.312 -0.387
C 1.052 5.104 -0.578
H -4.997 -1.548 3.870
H -0.005 -1.099 -2.660
H -4.772 -0.557 2.391
H 0.390 -1.969 4.424
H -0.170 -0.520 -4.310
C -2.112 1.320 -3.689
H 2.047 3.157 -3.787
O 1.194 0.956 -0.566
H -2.084 0.269 -4.002
C -4.707 -1.564 2.811
C 1.780 3.727 -2.892
H 2.283 1.112 -2.246
N 2.635 -3.004 -0.775
H -2.005 -3.617 2.992
H 4.443 -3.447 -1.759
H -2.344 1.951 -4.559
H 1.886 -4.940 -0.405
C 1.371 5.817 -1.739
H -0.871 2.775 -2.614
H 0.785 -3.836 -1.292
H 2.005 5.672 -3.808
H 1.457 -0.615 -3.569
N -3.340 -2.027 2.672
H 2.219 -4.563 -2.097
H -2.743 -0.288 1.725
C 1.425 3.010 -1.741
```

Calculated values
* multiplicity: 4
* F_max: 2.6 eV/A
* DFT total energy: -3850.71682 Ha
* LUMO energy (alpha / beta): 2.47 / 2.47 eV
* total charge: -1
* orbital gap (alpha / beta): 6.6 / 6.6 eV
* <S²>: 3.7564
* HOMO level (alpha / beta): -4.2 / -4.1 eV